Record 1
{"formula": "C46H93F3O26", "method": "ωB97M-V with the def2-TZVPD basis set", "e_homo_ev": -9.2, "elements": ["C", "C", "O", "C", "O", "C", "F", "F", "F", "H", "H", "H", "H", "H", "C", "C", "C", "O", "C", "O", "O", "H", "H", "H", "H", "H", "H", "C", "C", "C", "O", "C", "O", "O", "H", "H", "H", "H", "H", "H", "C", "C", "C", "O", "C", "O", "O", "H", "H", "H", "H", "H", "H", "C", "O", "C", "C", "O", "C", "C", "O", "C", "H", "H", "H", "H", "H", "H", "H", "H", "H", "H", "H", "H", "H", "H", "C", "O", "C", "C", "O", "C", "C", "O", "C", "H", "H", "H", "H", "H", "H", "H", "H", "H", "H", "H", "H", "H", "H", "C", "O", "C", "C", "O", "C", "C", "O", "C", "H", "H", "H", "H", "H", "H", "H", "H", "H", "H", "H", "H", "H", "H", "C", "O", "C", "C", "O", "C", "C", "O", "C", "H", "H", "H", "H", "H", "H", "H", "H", "H", "H", "H", "H", "H", "H", "C", "O", "C", "C", "O", "C", "C", "O", "C", "H", "H", "H", "H", "H", "H", "H", "H", "H", "H", "H", "H", "H", "H"], "xyz": [[1.757, -0.536, -0.802], [1.928, 0.936, -1.071], [0.683, 1.655, -0.944], [0.062, 1.956, 0.199], [0.605, 1.718, 1.258], [-1.369, 2.519, 0.009], [-1.539, 3.592, 0.857], [-1.633, 2.839, -1.272], [-2.228, 1.602, 0.432], [1.155, -0.913, -1.629], [1.240, -0.815, 0.116], [2.746, -0.993, -0.775], [2.241, 1.085, -2.104], [2.666, 1.356, -0.387], [5.740, 1.303, -2.654], [6.402, 2.582, -2.099], [6.761, 3.570, -3.221], [6.177, 4.822, -2.847], [5.472, 4.665, -1.798], [4.803, 5.546, -1.273], [5.514, 3.340, -1.414], [5.078, 1.530, -3.490], [5.157, 0.862, -1.846], [6.500, 0.612, -3.019], [7.283, 2.343, -1.504], [6.439, 3.181, -4.187], [7.851, 3.597, -3.219], [-1.305, -2.776, 2.546], [-2.098, -2.742, 1.154], [-2.363, -1.361, 0.470], [-1.772, -1.528, -0.801], [-1.284, -2.778, -0.968], [-0.652, -3.224, -1.948], [-1.308, -3.399, 0.175], [-0.270, -2.435, 2.568], [-1.270, -3.820, 2.858], [-1.810, -2.181, 3.307], [-3.055, -3.259, 1.223], [-2.011, -0.490, 1.023], [-3.440, -1.277, 0.325], [3.736, 3.247, 1.516], [4.846, 2.249, 1.673], [4.671, 1.329, 2.815], [4.995, -0.037, 2.333], [5.043, 0.054, 0.983], [5.112, -0.877, 0.186], [5.093, 1.376, 0.611], [3.891, 3.848, 0.620], [3.750, 4.046, 2.257], [2.740, 2.831, 1.366], [5.809, 2.755, 1.740], [3.701, 1.433, 3.302], [5.380, 1.614, 3.592], [-7.746, -6.819, 2.370], [-8.474, -5.596, 2.579], [-8.471, -5.106, 3.946], [-7.085, -4.506, 4.240], [-6.786, -3.424, 3.359], [-5.464, -2.827, 3.365], [-5.607, -1.427, 2.738], [-4.389, -0.700, 2.664], [-4.575, 0.683, 2.336], [-8.288, -7.733, 2.613], [-6.708, -6.866, 2.701], [-7.628, -6.824, 1.286], [-8.689, -5.938, 4.616], [-9.268, -4.373, 4.068], [-6.255, -5.205, 4.134], [-6.931, -4.249, 5.288], [-4.678, -3.414, 2.890], [-5.100, -2.674, 4.380], [-6.305, -1.027, 3.474], [-6.177, -1.476, 1.810], [-3.681, 1.293, 2.464], [-5.417, 1.225, 2.767], [-4.861, 0.834, 1.295], [1.536, 0.238, 4.063], [2.505, 0.434, 5.058], [1.924, 0.372, 6.362], [1.015, 1.590, 6.779], [-0.234, 1.654, 6.054], [-1.024, 2.749, 6.360], [-2.436, 2.521, 5.655], [-3.231, 1.414, 6.148], [-2.828, 0.134, 5.599], [0.973, -0.694, 4.112], [2.075, 0.024, 3.140], [0.851, 1.083, 4.002], [2.717, 0.412, 7.109], [1.397, -0.576, 6.470], [1.480, 2.563, 6.616], [0.795, 1.484, 7.841], [-0.549, 3.670, 6.019], [-1.167, 2.822, 7.438], [-2.401, 2.333, 4.582], [-3.116, 3.358, 5.811], [-2.089, -0.319, 6.259], [-2.426, 0.276, 4.596], [-3.656, -0.565, 5.477], [-6.009, 2.320, -6.743], [-4.897, 2.575, -7.553], [-3.669, 1.904, -7.254], [-2.789, 2.714, -6.319], [-1.820, 1.889, -5.662], [-2.285, 0.866, -4.712], [-1.002, 0.219, -4.077], [-0.323, -0.601, -5.059], [0.868, -1.226, -4.625], [-6.683, 3.175, -6.798], [-5.686, 2.269, -5.703], [-6.456, 1.362, -7.008], [-3.143, 1.787, -8.201], [-4.036, 0.953, -6.868], [-3.390, 3.202, -5.552], [-2.336, 3.518, -6.898], [-2.980, 0.112, -5.081], [-2.802, 1.468, -3.965], [-1.288, -0.483, -3.294], [-0.358, 0.996, -3.665], [0.622, -2.084, -4.000], [1.534, -0.482, -4.186], [1.383, -1.637, -5.493], [2.802, -3.097, 2.523], [3.135, -4.383, 2.211], [3.162, -5.112, 3.389], [3.644, -6.531, 3.328], [2.827, -7.343, 2.501], [3.357, -8.608, 2.468], [2.751, -9.297, 1.128], [1.344, -9.510, 1.328], [0.768, -10.335, 0.330], [1.778, -3.069, 2.894], [2.730, -2.651, 1.531], [3.468, -2.559, 3.197], [2.150, -5.142, 3.794], [3.782, -4.655, 4.160], [3.666, -6.883, 4.360], [4.657, -6.509, 2.925], [3.125, -9.243, 3.323], [4.429, -8.689, 2.287], [3.291, -10.224, 0.937], [2.949, -8.640, 0.280], [1.263, -11.305, 0.267], [0.779, -9.784, -0.610], [-0.249, -10.529, 0.669], [3.335, 7.892, -8.021], [2.320, 7.106, -7.379], [1.454, 7.843, -6.489], [0.274, 6.823, -6.175], [0.718, 5.908, -5.159], [-0.263, 4.935, -4.878], [0.141, 4.190, -3.603], [0.408, 4.960, -2.433], [1.743, 5.105, -2.094], [4.018, 8.286, -7.268], [2.944, 8.823, -8.431], [4.007, 7.385, -8.713], [1.021, 8.662, -7.063], [2.013, 8.207, -5.627], [0.002, 6.319, -7.102], [-0.546, 7.421, -5.777], [-0.171, 4.214, -5.690], [-1.254, 5.330, -4.656], [0.991, 3.557, -3.859], [-0.681, 3.521, -3.349], [1.837, 5.801, -1.261], [2.351, 5.464, -2.924], [2.127, 4.152, -1.731]], "mulliken_charge": [-0.82, 0.76, 0.39, 0.16, -0.50, 0.51, -0.29, -0.05, -0.21, -0.15, -0.02, 0.63, 0.25, -0.85, -1.19, 0.52, -0.58, -0.34, 0.49, -0.60, 0.00, 0.46, -0.09, 0.42, 0.27, 0.31, 0.34, -1.04, 0.72, 0.43, -0.23, 0.45, -0.60, -0.40, -0.22, 0.58, 0.26, 0.01, -0.16, 0.14, -0.99, 0.55, -0.13, -0.35, 0.54, -0.62, -0.05, -0.11, 0.58, 0.10, 0.42, -0.15, 0.30, -0.72, -0.34, -0.48, -0.52, -0.24, -0.47, -0.79, 0.23, -0.87, 0.29, 0.30, 0.27, 0.35, 0.29, 0.31, 0.38, 0.29, 0.27, 0.31, 0.37, 0.00, 0.45, 0.40, -0.53, -0.33, -0.56, -0.75, 0.04, -0.63, -0.23, -0.48, -0.29, 0.45, -0.12, 0.31, 0.37, 0.33, 0.38, 0.42, 0.39, 0.37, -0.04, 0.39, 0.35, -0.02, 0.12, -0.70, -0.42, -0.49, -0.39, -0.17, -0.92, 0.81, -0.48, -0.37, 0.28, 0.30, 0.28, 0.26, 0.35, 0.37, 0.17, 0.49, 0.31, 0.08, -0.24, 0.17, 0.10, 0.31, -0.51, -0.40, -0.46, -0.63, -0.17, -0.60, -0.61, -0.28, -0.76, 0.21, 0.27, 0.38, 0.28, 0.37, 0.32, 0.34, 0.32, 0.38, 0.42, 0.33, 0.31, 0.30, 0.24, -0.81, -0.28, -0.60, -0.56, -0.28, -0.52, 0.04, -0.43, -0.58, 0.32, 0.31, 0.27, 0.42, 0.34, 0.26, 0.39, 0.37, 0.36, 0.27, -0.11, 0.38, 0.35, 0.03]}

---

Record 2
{"formula": "C37H24Br2N5O3TaTe", "method": "ωB97M-V with the def2-TZVPD basis set", "e_homo_ev": -7.3, "elements": ["Ta", "O", "C", "C", "C", "C", "C", "C", "C", "O", "N", "N", "C", "C", "C", "C", "C", "C", "N", "H", "H", "H", "H", "H", "H", "H", "H", "H", "H", "Br", "C", "C", "C", "Br", "C", "C", "C", "C", "N", "C", "C", "O", "H", "H", "H", "H", "C", "C", "C", "C", "C", "C", "C", "C", "C", "C", "C", "C", "C", "C", "C", "N", "H", "H", "H", "H", "H", "H", "H", "H", "H", "H", "Te"], "xyz": [[0.637, -1.117, 0.145], [-4.170, -0.663, -2.693], [-3.201, -0.888, -3.599], [-3.510, -0.697, -4.946], [-2.550, -0.900, -5.917], [-1.254, -1.290, -5.577], [-0.941, -1.474, -4.246], [-1.901, -1.278, -3.246], [-1.513, -1.459, -1.847], [-0.257, -1.666, -1.576], [-2.405, -1.394, -0.904], [-1.781, -1.514, 0.335], [-2.580, -1.647, 1.314], [-2.108, -1.859, 2.695], [-3.020, -2.029, 3.724], [-2.532, -2.248, 5.004], [-1.163, -2.298, 5.196], [-0.331, -2.118, 4.094], [-0.795, -1.898, 2.874], [-3.812, -0.898, -1.810], [-4.519, -0.395, -5.199], [-2.814, -0.757, -6.958], [-0.506, -1.448, -6.342], [0.056, -1.765, -3.944], [-3.650, -1.646, 1.117], [-4.085, -1.976, 3.527], [-3.213, -2.383, 5.835], [-0.739, -2.483, 6.173], [0.750, -2.152, 4.193], [-1.257, 1.435, 3.713], [0.614, 1.197, 3.738], [1.304, 1.666, 4.883], [2.645, 1.502, 4.989], [3.521, 2.166, 6.527], [3.390, 0.869, 3.956], [4.783, 0.628, 3.992], [5.385, 0.017, 2.935], [4.599, -0.345, 1.819], [3.312, -0.145, 1.756], [2.696, 0.435, 2.811], [1.273, 0.593, 2.709], [0.682, 0.138, 1.604], [0.747, 2.168, 5.662], [5.353, 0.935, 4.858], [6.448, -0.184, 2.936], [5.060, -0.812, 0.953], [4.525, -0.486, -2.105], [4.236, 0.541, -2.993], [2.959, 1.074, -3.018], [1.978, 0.599, -2.147], [2.254, -0.411, -1.217], [3.546, -0.952, -1.237], [0.619, 1.185, -2.179], [0.127, 1.860, -3.327], [-1.108, 2.418, -3.300], [-1.881, 2.359, -2.118], [-3.159, 2.960, -2.009], [-3.864, 2.873, -0.846], [-3.311, 2.186, 0.262], [-2.087, 1.590, 0.174], [-1.346, 1.651, -1.027], [-0.116, 1.035, -1.096], [5.514, -0.930, -2.089], [4.995, 0.919, -3.666], [2.740, 1.884, -3.702], [3.784, -1.767, -0.569], [0.719, 1.882, -4.230], [-1.511, 2.913, -4.176], [-3.559, 3.496, -2.862], [-4.839, 3.337, -0.763], [-3.864, 2.139, 1.193], [-1.649, 1.085, 1.022], [1.650, -3.362, 0.762]], "mulliken_charge": [1.16, -0.72, 0.35, -0.62, -0.35, -0.86, -0.44, 0.43, 1.10, -0.49, -1.14, 0.07, -0.50, 0.52, -0.83, -0.42, -0.76, -0.28, 0.37, 0.48, 0.45, 0.40, 0.44, 0.48, 0.40, 0.41, 0.43, 0.42, 0.44, -0.10, 0.42, -0.57, -0.17, -0.24, 0.94, -0.86, -1.09, -0.08, 0.43, 0.11, -0.51, 0.33, 0.45, 0.34, 0.41, 0.32, -0.74, -0.90, -0.68, 0.29, 0.66, -0.93, 1.57, -1.08, -1.13, 1.12, -0.78, -0.77, -0.59, 0.59, -0.27, -0.29, 0.42, 0.39, 0.42, 0.46, 0.38, 0.43, 0.43, 0.40, 0.47, -0.29, -0.64]}

---

Record 3
{"formula": "C34H87Br2N9O6Si", "method": "ωB97M-V with the def2-TZVPD basis set", "e_homo_ev": -8.9, "elements": ["H", "N", "C", "C", "C", "Si", "N", "N", "C", "C", "C", "C", "C", "Br", "C", "C", "Br", "H", "H", "H", "H", "H", "H", "H", "H", "H", "H", "H", "H", "H", "H", "H", "H", "H", "H", "H", "H", "C", "O", "C", "C", "C", "N", "H", "H", "H", "H", "H", "H", "H", "H", "H", "H", "H", "C", "O", "C", "C", "C", "N", "H", "H", "H", "H", "H", "H", "H", "H", "H", "H", "H", "C", "O", "C", "C", "C", "N", "H", "H", "H", "H", "H", "H", "H", "H", "H", "H", "H", "C", "O", "C", "C", "C", "N", "H", "H", "H", "H", "H", "H", "H", "H", "H", "H", "H", "C", "O", "C", "C", "C", "N", "H", "H", "H", "H", "H", "H", "H", "H", "H", "H", "H", "C", "O", "C", "C", "C", "N", "H", "H", "H", "H", "H", "H", "H", "H", "H", "H", "H"], "xyz": [[-0.576, 0.740, -3.291], [-1.392, 0.234, -2.939], [-1.148, -1.018, -2.873], [-2.220, -1.936, -2.339], [0.158, -1.657, -3.269], [0.680, -1.453, -5.120], [1.160, -3.025, -5.709], [2.034, -0.389, -5.175], [3.235, -0.916, -4.499], [3.893, 0.119, -3.585], [3.975, 1.531, -4.199], [2.926, 2.509, -3.646], [-0.834, -0.905, -6.088], [-2.230, -2.221, -6.005], [-1.120, 0.186, -6.807], [-2.409, 0.480, -7.534], [0.170, 1.581, -6.934], [-2.374, -2.775, -3.017], [-3.132, -1.376, -2.157], [-1.841, -2.364, -1.404], [0.943, -1.156, -2.690], [0.190, -2.709, -2.981], [0.342, -3.509, -6.067], [1.461, -3.591, -4.918], [1.780, 0.516, -4.804], [3.950, -1.252, -5.254], [2.992, -1.805, -3.903], [3.355, 0.172, -2.634], [4.906, -0.227, -3.370], [4.951, 1.966, -3.983], [3.862, 1.472, -5.283], [1.913, 2.097, -3.687], [3.131, 2.712, -2.593], [2.909, 3.446, -4.201], [-3.212, 0.586, -6.804], [-2.324, 1.413, -8.085], [-2.638, -0.342, -8.210], [0.394, 5.151, -5.019], [1.424, 5.542, -4.130], [1.576, 6.935, -3.943], [0.607, 7.554, -2.930], [-0.808, 7.718, -3.472], [0.551, 6.796, -1.675], [0.286, 5.864, -5.842], [-0.565, 5.040, -4.506], [0.670, 4.180, -5.431], [2.596, 7.063, -3.571], [1.512, 7.457, -4.908], [0.993, 8.550, -2.693], [-1.344, 6.771, -3.508], [-1.385, 8.379, -2.825], [-0.801, 8.151, -4.475], [1.475, 6.773, -1.253], [0.350, 5.827, -1.908], [2.152, -4.596, 1.263], [3.325, -4.664, 0.477], [3.348, -5.675, -0.509], [2.616, -5.317, -1.809], [1.096, -5.414, -1.713], [2.969, -3.980, -2.295], [1.725, -5.585, 1.449], [1.401, -3.951, 0.797], [2.424, -4.150, 2.220], [4.406, -5.820, -0.741], [2.972, -6.622, -0.099], [2.943, -6.044, -2.559], [0.670, -4.572, -1.166], [0.656, -5.408, -2.711], [0.787, -6.335, -1.215], [3.969, -3.929, -2.466], [2.812, -3.329, -1.530], [2.052, -6.823, 5.292], [1.047, -6.615, 4.319], [-0.270, -6.486, 4.818], [-0.623, -5.076, 5.309], [-0.030, -4.711, 6.664], [-0.228, -4.045, 4.347], [1.683, -7.431, 6.123], [2.444, -5.879, 5.681], [2.871, -7.352, 4.807], [-0.922, -6.723, 3.974], [-0.460, -7.239, 5.595], [-1.712, -5.043, 5.409], [1.034, -4.483, 6.589], [-0.526, -3.819, 7.048], [-0.157, -5.511, 7.396], [-0.705, -4.205, 3.463], [0.754, -4.198, 4.132], [-2.982, 6.066, -0.712], [-3.201, 5.875, -2.099], [-4.047, 4.797, -2.449], [-5.546, 5.110, -2.383], [-6.106, 5.147, -0.964], [-5.890, 6.362, -3.064], [-2.965, 5.113, -0.178], [-3.742, 6.715, -0.269], [-2.011, 6.550, -0.605], [-3.794, 4.556, -3.485], [-3.803, 3.914, -1.846], [-6.053, 4.299, -2.914], [-5.828, 6.065, -0.446], [-7.194, 5.108, -0.991], [-5.749, 4.301, -0.374], [-5.622, 6.299, -4.042], [-5.296, 7.094, -2.684], [-2.199, 1.036, 3.885], [-2.965, 0.709, 2.739], [-2.229, 0.531, 1.546], [-1.608, -0.857, 1.377], [-0.371, -1.089, 2.233], [-2.567, -1.937, 1.636], [-1.346, 1.670, 3.624], [-1.841, 0.144, 4.404], [-2.849, 1.587, 4.564], [-2.945, 0.681, 0.735], [-1.463, 1.313, 1.451], [-1.305, -0.933, 0.328], [-0.626, -1.267, 3.278], [0.159, -1.975, 1.881], [0.319, -0.244, 2.182], [-3.348, -1.854, 0.991], [-2.976, -1.775, 2.552], [1.156, -0.828, 6.244], [0.376, -0.360, 7.329], [0.633, -0.982, 8.572], [1.827, -0.407, 9.345], [3.182, -0.843, 8.798], [1.794, 1.055, 9.427], [1.359, -1.898, 6.332], [2.099, -0.280, 6.161], [0.584, -0.661, 5.332], [-0.269, -0.818, 9.168], [0.741, -2.067, 8.436], [1.746, -0.794, 10.366], [3.438, -0.307, 7.884], [3.964, -0.631, 9.526], [3.198, -1.913, 8.585], [0.943, 1.349, 9.897], [1.700, 1.417, 8.482]], "mulliken_charge": [0.19, -0.76, 0.68, -1.40, 0.58, -0.46, -0.71, 0.28, -0.19, -0.75, -0.76, -0.50, -0.06, -0.15, 0.68, -1.51, -0.12, 0.36, 0.37, 0.21, 0.28, -0.13, 0.32, 0.24, -0.09, 0.38, -0.05, 0.24, 0.43, 0.50, 0.35, -0.09, 0.39, 0.16, 0.35, 0.42, 0.38, -0.09, -0.24, -0.84, 0.26, -1.12, -0.60, 0.35, 0.14, -0.26, 0.36, 0.40, 0.38, 0.03, 0.32, 0.40, 0.26, 0.28, -0.18, -0.44, -0.80, 0.01, -1.11, -0.37, 0.30, -0.17, 0.28, 0.37, 0.40, 0.40, 0.02, 0.30, 0.43, 0.25, 0.26, -0.71, -0.29, -0.82, 0.23, -1.38, -0.33, 0.32, 0.25, 0.25, 0.38, 0.42, 0.43, 0.21, 0.29, 0.43, 0.24, 0.09, -0.79, -0.19, -0.70, 0.33, -1.39, -0.75, 0.29, 0.25, 0.29, 0.30, 0.39, 0.42, 0.28, 0.36, 0.32, 0.27, 0.32, -0.62, -0.45, -0.96, 1.28, -0.73, -0.61, 0.29, 0.21, 0.31, 0.34, 0.43, -0.37, -0.05, -0.23, 0.48, 0.30, 0.32, 0.05, -0.41, -0.33, 0.25, -1.39, -0.74, 0.10, 0.25, -0.24, 0.35, 0.11, 0.45, 0.28, 0.35, 0.33, 0.27, 0.30]}

---

Number 1: frontier orbital gap 9.7 eV, molecular weight 1119.218 u, E_tot -110586.170 eV. Number 2: frontier orbital gap 6.5 eV, molecular weight 1054.987 u, E_tot -201285.065 eV. Number 3: frontier orbital gap 9.3 eV, molecular weight 906.021 u, E_tot -210326.231 eV.